No. 1
This record from the OMol25 dataset describes C45H90BBeCl2F4N3O11PS5 as an isolated structure in a non-equilibrium geometry. The level of theory is ωB97M-V with the def2-TZVPD basis set.

Results
Kohn-Sham gap	3.031	eV
molar mass	1207.26	g/mol
total charge	-1

Geometry (Å):
1 C 3.541 -1.669 2.319
2 C 3.834 -2.547 1.077
3 C 2.833 -3.710 0.963
4 C 1.554 -3.280 0.189
5 C 1.566 -3.863 -1.226
6 C 0.538 -3.153 -2.120
7 C -0.748 -3.948 -2.341
8 C -1.681 -3.180 -3.323
9 N -3.032 -3.138 -2.730
10 C -3.769 -4.418 -2.904
11 C -3.999 -5.185 -1.584
12 C -5.432 -5.123 -1.063
13 C -6.307 -6.294 -1.504
14 C -7.684 -6.323 -0.840
15 C -7.671 -6.310 0.689
16 C -7.655 -4.926 1.366
17 C -8.594 -3.876 0.745
18 C -3.757 -2.034 -3.051
19 S -5.141 -1.670 -2.219
20 S -3.285 -0.965 -4.381
21 C -4.661 0.151 -4.536
22 C -4.647 1.050 -3.278
23 C -6.027 1.267 -2.707
24 S -5.924 1.692 -0.945
25 P -6.787 -0.046 0.051
26 S -8.489 -0.461 -0.749
27 C -4.247 1.775 -0.418
28 C -3.782 3.002 0.045
29 C -2.484 3.117 0.506
30 C -1.631 2.014 0.508
31 C -2.105 0.805 0.027
32 C -3.398 0.675 -0.422
33 H 2.852 -2.217 2.957
34 H 4.448 -1.540 2.907
35 H 3.134 -0.707 2.030
36 H 4.842 -2.957 1.120
37 H 3.757 -1.961 0.162
38 H 2.578 -4.129 1.934
39 H 3.310 -4.490 0.366
40 H 1.564 -2.193 0.145
41 H 0.644 -3.558 0.722
42 H 2.556 -3.631 -1.621
43 H 1.446 -4.945 -1.212
44 H 0.285 -2.176 -1.723
45 H 1.003 -2.974 -3.099
46 H -0.560 -4.967 -2.670
47 H -1.265 -3.943 -1.383
48 H -1.689 -3.747 -4.255
49 H -1.242 -2.197 -3.435
50 H -3.241 -5.068 -3.599
51 H -4.729 -4.212 -3.373
52 H -3.320 -4.804 -0.828
53 H -3.760 -6.234 -1.770
54 H -5.370 -5.146 0.019
55 H -5.944 -4.197 -1.317
56 H -6.479 -6.187 -2.582
57 H -5.762 -7.232 -1.381
58 H -8.148 -7.265 -1.142
59 H -8.297 -5.538 -1.279
60 H -6.780 -6.836 1.037
61 H -8.513 -6.877 1.085
62 H -6.659 -4.515 1.470
63 H -8.001 -5.083 2.390
64 H -9.330 -4.297 0.068
65 H -7.988 -3.159 0.189
66 H -9.100 -3.304 1.520
67 H -4.518 0.757 -5.428
68 H -5.582 -0.402 -4.696
69 H -4.183 2.000 -3.531
70 H -4.014 0.538 -2.571
71 H -6.606 0.346 -2.775
72 H -6.586 2.002 -3.279
73 H -5.841 -1.082 -0.066
74 H -6.935 0.393 1.374
75 H -4.449 3.854 0.067
76 H -2.134 4.060 0.896
77 H -0.628 2.117 0.890
78 H -1.429 -0.038 0.018
79 H -3.726 -0.300 -0.759
80 O -0.052 -0.039 -1.148
81 C 0.075 0.690 -2.116
82 N -0.704 0.509 -3.221
83 C 1.074 1.811 -2.155
84 H -0.645 1.081 -4.045
85 H -1.375 -0.248 -3.189
86 H 2.076 1.407 -2.018
87 H 0.858 2.501 -1.342
88 H 1.046 2.362 -3.096
89 B -3.449 -2.377 1.397
90 F -3.083 -1.836 2.636
91 F -3.717 -1.314 0.495
92 F -2.411 -3.170 0.883
93 F -4.618 -3.150 1.535
94 C 6.408 1.951 -0.122
95 C 5.566 1.924 -1.384
96 C 5.531 3.292 -2.034
97 O 4.237 1.508 -1.071
98 H 5.979 2.660 0.609
99 H 6.416 0.968 0.355
100 H 7.440 2.246 -0.333
101 H 5.965 1.185 -2.081
102 H 5.084 4.009 -1.343
103 H 4.904 3.271 -2.926
104 H 6.524 3.648 -2.319
105 H 3.859 2.155 -0.461
106 Cl 6.692 0.019 3.187
107 C 6.751 -0.551 4.872
108 C 8.139 -0.964 5.287
109 Cl 8.677 -2.447 4.456
110 H 6.044 -1.371 4.974
111 H 6.413 0.275 5.497
112 H 8.153 -1.176 6.355
113 H 8.864 -0.182 5.079
114 C 2.116 7.788 -2.462
115 C 3.539 7.709 -1.885
116 C 3.488 6.763 -0.685
117 S 2.153 5.618 -0.999
118 O 1.115 5.815 -0.015
119 O 2.709 4.306 -1.244
120 C 1.618 6.344 -2.546
121 H 2.100 8.270 -3.439
122 H 1.475 8.364 -1.790
123 H 4.218 7.311 -2.642
124 H 3.916 8.685 -1.591
125 H 4.413 6.197 -0.565
126 H 3.258 7.290 0.236
127 H 0.538 6.253 -2.639
128 H 2.111 5.804 -3.355
129 Be 6.673 4.637 0.603
130 C 9.253 6.784 -0.709
131 O 9.714 7.902 -0.962
132 O 10.099 5.963 0.070
133 O 8.162 6.273 -1.039
134 H 10.828 6.591 0.167
135 O -0.501 0.401 -6.599
136 H -1.069 -0.204 -6.110
137 H 0.392 0.100 -6.402
138 C 2.646 -0.130 6.492
139 C 1.480 0.345 5.640
140 N 1.636 0.046 4.230
141 C 0.657 0.713 3.393
142 C -0.818 0.328 3.564
143 C 1.893 -1.348 3.900
144 C 0.857 -2.396 4.330
145 H 3.587 0.293 6.138
146 H 2.499 0.189 7.525
147 H 2.734 -1.217 6.500
148 H 1.406 1.431 5.749
149 H 0.549 -0.075 6.056
150 H 0.941 0.572 2.346
151 H 0.750 1.791 3.570
152 H -1.040 -0.637 3.108
153 H -1.451 1.065 3.065
154 H -1.124 0.297 4.611
155 H 2.858 -1.623 4.334
156 H 2.049 -1.424 2.822
157 H 0.494 -2.227 5.346
158 H 1.310 -3.389 4.306
159 H 0.000 -2.426 3.658
160 C 5.154 9.234 1.275
161 O 5.872 9.943 1.980
162 O 5.587 8.485 0.346
163 O 3.896 9.159 1.369

Results of the Mulliken charge analysis, in e, for atoms 1 through 8: C 0.08; C -0.81; C -1.16; C 0.40; C -1.14; C 0.13; C -0.02; C -1.20

No. 2
This record from the OMol25 dataset describes a 5-piece molecular cluster, C45H90N5O5 overall in a non-equilibrium geometry. The level of theory is ωB97M-V with the def2-TZVPD basis set.

Results
Kohn-Sham gap (alpha / beta)	9.343 / 9.048	eV
molar mass	781.24	g/mol
2S+1	6
<S²>	8.78

Geometry (Å):
1 C -2.831 -2.167 -9.077
2 C -3.208 -1.046 -10.084
3 C -2.822 0.329 -9.303
4 C -1.294 0.434 -9.249
5 C -0.711 0.608 -10.646
6 C -0.987 -0.657 -11.584
7 N -2.447 -1.102 -11.403
8 O -2.769 -2.348 -12.228
9 C -0.845 -0.203 -13.039
10 C 0.086 -1.629 -11.404
11 C -4.698 -1.049 -10.300
12 H -2.755 -3.038 -9.728
13 H -3.502 -2.359 -8.239
14 H -1.851 -2.067 -8.610
15 H -3.252 1.191 -9.814
16 H -3.208 0.215 -8.290
17 H -0.716 -0.397 -8.847
18 H -1.026 1.323 -8.679
19 H 0.369 0.692 -10.521
20 H -1.147 1.515 -11.063
21 H -0.824 -0.985 -13.798
22 H -1.562 0.578 -13.294
23 H 0.085 0.365 -13.065
24 H 1.049 -1.236 -11.731
25 H 0.227 -1.808 -10.338
26 H -0.190 -2.568 -11.882
27 H -5.022 -2.022 -10.670
28 H -5.044 -0.272 -10.981
29 H -5.133 -0.737 -9.350
30 C 5.219 4.063 -2.454
31 C 4.197 3.130 -3.147
32 C 4.448 1.635 -2.673
33 C 3.878 1.461 -1.251
34 C 2.393 1.722 -1.378
35 C 2.068 3.123 -1.840
36 N 2.772 3.528 -3.065
37 O 2.548 4.927 -3.384
38 C 0.555 3.021 -2.159
39 C 2.168 4.040 -0.610
40 C 4.619 2.995 -4.572
41 H 5.094 4.324 -1.403
42 H 5.147 5.027 -2.956
43 H 6.198 3.584 -2.471
44 H 3.994 1.014 -3.445
45 H 5.510 1.409 -2.772
46 H 4.303 2.178 -0.549
47 H 3.954 0.436 -0.890
48 H 1.970 1.577 -0.384
49 H 1.967 0.963 -2.034
50 H 0.029 2.759 -1.241
51 H 0.332 4.019 -2.536
52 H 0.289 2.332 -2.960
53 H 1.882 5.054 -0.888
54 H 1.603 3.630 0.228
55 H 3.177 4.227 -0.241
56 H 5.619 2.572 -4.671
57 H 4.553 3.972 -5.051
58 H 3.969 2.348 -5.161
59 C 8.159 -8.395 4.414
60 C 9.367 -7.440 4.754
61 C 10.635 -8.300 4.579
62 C 11.111 -8.525 3.141
63 C 11.254 -7.167 2.406
64 C 10.031 -6.236 2.473
65 N 9.410 -6.225 3.863
66 O 8.409 -5.206 4.092
67 C 10.478 -4.900 2.015
68 C 9.015 -6.731 1.449
69 C 9.256 -7.105 6.211
70 H 8.167 -9.221 5.125
71 H 8.255 -8.858 3.432
72 H 7.171 -7.936 4.452
73 H 11.397 -7.893 5.243
74 H 10.418 -9.314 4.916
75 H 10.353 -9.074 2.583
76 H 12.009 -9.138 3.226
77 H 11.429 -7.467 1.373
78 H 12.107 -6.649 2.846
79 H 9.704 -4.147 2.168
80 H 11.327 -4.448 2.527
81 H 10.770 -4.870 0.965
82 H 8.581 -7.702 1.690
83 H 8.153 -6.064 1.467
84 H 9.410 -6.700 0.434
85 H 8.227 -7.079 6.569
86 H 9.731 -6.131 6.332
87 H 9.793 -7.793 6.863
88 C -5.764 -5.639 6.009
89 C -6.662 -4.926 5.038
90 C -7.217 -3.683 5.720
91 C -6.197 -2.532 5.785
92 C -5.816 -2.104 4.391
93 C -5.145 -3.268 3.574
94 N -5.961 -4.523 3.738
95 O -5.614 -5.660 2.941
96 C -5.194 -2.866 2.099
97 C -3.656 -3.389 3.980
98 C -7.856 -5.856 4.782
99 H -5.243 -6.524 5.644
100 H -6.354 -5.918 6.882
101 H -4.983 -5.023 6.454
102 H -8.182 -3.391 5.304
103 H -7.433 -3.780 6.784
104 H -5.279 -2.776 6.320
105 H -6.637 -1.682 6.305
106 H -5.151 -1.260 4.578
107 H -6.630 -1.581 3.888
108 H -4.828 -3.700 1.501
109 H -6.163 -2.505 1.754
110 H -4.518 -2.024 1.953
111 H -3.100 -2.452 3.974
112 H -3.561 -3.772 4.996
113 H -3.108 -4.015 3.277
114 H -8.594 -5.463 4.082
115 H -8.411 -6.024 5.704
116 H -7.537 -6.806 4.354
117 C -2.891 9.119 6.205
118 C -4.085 9.364 5.207
119 C -3.704 8.427 4.025
120 C -4.881 8.100 3.078
121 C -5.937 7.453 3.824
122 C -6.446 8.331 4.975
123 N -5.321 8.854 5.864
124 O -5.805 9.546 7.038
125 C -7.310 9.463 4.351
126 C -7.414 7.396 5.824
127 C -4.057 10.854 4.911
128 H -2.617 8.077 6.370
129 H -3.100 9.540 7.188
130 H -1.971 9.660 5.986
131 H -2.934 8.916 3.428
132 H -3.257 7.526 4.446
133 H -4.462 7.391 2.364
134 H -5.287 8.949 2.528
135 H -5.729 6.433 4.144
136 H -6.690 7.415 3.037
137 H -8.046 9.080 3.645
138 H -7.841 9.993 5.142
139 H -6.722 10.073 3.666
140 H -8.044 7.887 6.566
141 H -8.171 6.952 5.178
142 H -6.789 6.638 6.296
143 H -3.123 11.061 4.390
144 H -4.223 11.520 5.758
145 H -4.903 11.211 4.324

Results of the Mulliken charge analysis, in e, for atoms 1 through 8: C -1.63; C 1.35; C -1.06; C -0.62; C -1.06; C 1.45; N 0.30; O -0.45

No. 3
This record from the OMol25 dataset describes a 13-piece molecular cluster, C45H90N6O25P4 overall in a non-equilibrium geometry. The level of theory is ωB97M-V with the def2-TZVPD basis set.

Results
Kohn-Sham gap	9.999	eV
molar mass	1239.13	g/mol

Geometry (Å):
1 C -3.749 1.952 -2.489
2 C -3.323 3.207 -1.973
3 N -3.006 4.239 -1.516
4 H -3.160 1.651 -3.355
5 H -4.817 1.972 -2.705
6 H -3.538 1.140 -1.793
7 C -3.030 -2.961 0.024
8 C -2.752 -4.091 -0.923
9 N -2.542 -4.940 -1.642
10 H -2.256 -2.868 0.786
11 H -3.941 -3.191 0.577
12 H -2.906 -2.002 -0.478
13 C 4.592 2.845 -5.476
14 C 5.155 1.540 -5.034
15 N 5.568 0.535 -4.688
16 H 4.412 3.553 -4.667
17 H 3.668 2.569 -5.983
18 H 5.242 3.129 -6.304
19 C 4.454 6.213 -3.067
20 C 4.434 6.387 -4.549
21 N 4.435 6.546 -5.660
22 H 3.653 5.562 -2.716
23 H 4.352 7.238 -2.709
24 H 5.441 5.907 -2.721
25 C 0.950 -4.855 0.662
26 C 0.927 -5.169 2.079
27 N 0.899 -5.365 3.246
28 H 0.082 -5.338 0.214
29 H 1.850 -5.337 0.280
30 H 0.849 -3.775 0.561
31 C 1.432 -0.579 -6.676
32 C 1.750 -1.908 -6.086
33 N 1.953 -2.911 -5.576
34 H 2.384 -0.055 -6.752
35 H 0.684 -0.235 -5.962
36 H 1.038 -0.654 -7.690
37 C 6.252 -5.447 1.968
38 C 5.207 -4.598 1.262
39 O 5.542 -4.725 -0.136
40 P 5.452 -3.444 -0.988
41 O 6.165 -2.310 -0.371
42 O 6.041 -4.031 -2.329
43 C 6.512 -3.102 -3.304
44 C 5.863 -3.208 -4.745
45 O 3.859 -3.384 -1.278
46 C 3.015 -2.377 -0.798
47 C 3.317 -0.935 -1.267
48 H 5.804 -5.893 2.856
49 H 6.632 -6.215 1.294
50 H 7.111 -4.799 2.137
51 H 4.229 -5.079 1.286
52 H 5.114 -3.629 1.752
53 H 6.519 -2.123 -2.825
54 H 7.598 -3.194 -3.343
55 H 5.770 -4.237 -5.093
56 H 4.848 -2.821 -4.658
57 H 6.349 -2.583 -5.493
58 H 2.011 -2.644 -1.128
59 H 3.028 -2.362 0.292
60 H 3.365 -0.979 -2.356
61 H 2.641 -0.192 -0.843
62 H 4.360 -0.753 -1.008
63 C -0.633 2.409 5.908
64 C -0.111 2.135 4.492
65 O 1.055 2.814 4.273
66 P 1.358 3.473 2.746
67 O 0.221 4.041 2.009
68 O 2.607 4.406 3.028
69 C 2.396 5.670 3.689
70 C 3.760 6.234 4.128
71 O 2.057 2.198 2.105
72 C 3.040 1.359 2.863
73 C 3.327 0.173 2.031
74 H -1.690 2.152 5.982
75 H -0.145 1.723 6.600
76 H -0.480 3.440 6.228
77 H -0.098 1.045 4.475
78 H -1.002 2.377 3.912
79 H 2.002 6.408 2.990
80 H 1.659 5.515 4.477
81 H 3.687 7.253 4.509
82 H 4.245 5.625 4.890
83 H 4.391 6.259 3.240
84 H 3.900 1.933 3.208
85 H 2.516 0.965 3.734
86 H 3.815 -0.612 2.609
87 H 2.435 -0.233 1.554
88 H 3.972 0.350 1.171
89 C -1.188 -2.065 -3.505
90 C -0.473 -0.650 -3.513
91 O -0.966 0.129 -2.447
92 P -0.522 0.062 -0.920
93 O -0.082 -1.291 -0.522
94 O -1.737 0.721 -0.067
95 C -1.733 0.826 1.349
96 C -1.818 -0.541 2.108
97 O 0.549 1.212 -0.742
98 C 0.547 2.412 -1.567
99 C 1.980 2.405 -2.170
100 H -0.572 -2.838 -3.965
101 H -1.400 -2.302 -2.462
102 H -2.068 -2.039 -4.148
103 H 0.610 -0.691 -3.396
104 H -0.773 -0.107 -4.410
105 H -0.824 1.280 1.745
106 H -2.543 1.471 1.689
107 H -1.601 -0.345 3.158
108 H -2.813 -0.898 1.840
109 H -1.014 -1.253 1.922
110 H -0.246 2.345 -2.311
111 H 0.451 3.315 -0.964
112 H 2.626 2.295 -1.298
113 H 2.076 1.452 -2.690
114 H 2.246 3.165 -2.904
115 C -7.569 -8.027 4.470
116 C -6.998 -6.754 5.024
117 O -7.326 -5.640 4.174
118 P -6.340 -5.285 2.842
119 O -4.878 -5.449 3.033
120 O -7.015 -6.169 1.696
121 C -6.905 -6.078 0.265
122 C -8.151 -5.604 -0.239
123 O -6.879 -3.758 2.385
124 C -7.115 -2.681 3.353
125 C -5.800 -2.119 3.794
126 H -7.262 -8.946 4.968
127 H -8.655 -8.091 4.397
128 H -7.139 -8.162 3.477
129 H -7.468 -6.658 6.003
130 H -5.913 -6.760 5.121
131 H -6.046 -5.572 -0.177
132 H -6.630 -7.052 -0.140
133 H -8.966 -6.135 0.254
134 H -8.326 -4.531 -0.169
135 H -8.351 -5.844 -1.283
136 H -7.774 -1.946 2.890
137 H -7.657 -3.120 4.191
138 H -5.617 -1.734 4.797
139 H -4.887 -2.705 3.693
140 H -5.499 -1.453 2.985
141 C 1.185 5.928 -0.487
142 C 1.632 7.301 0.227
143 O 1.484 8.167 -0.919
144 C 1.442 7.469 -2.047
145 O 1.415 7.943 -3.193
146 O 1.496 6.101 -1.838
147 H 0.112 5.779 -0.362
148 H 1.862 5.133 -0.176
149 H 2.600 7.301 0.728
150 H 0.865 7.641 0.923
151 C 0.057 5.272 -6.627
152 C 1.400 5.334 -5.889
153 O 1.572 4.111 -5.259
154 C 0.819 3.192 -5.937
155 O 0.808 1.971 -5.770
156 O -0.003 3.848 -6.797
157 H 0.363 5.795 -7.533
158 H -0.855 5.683 -6.195
159 H 1.252 6.162 -5.195
160 H 2.237 5.453 -6.577
161 C -4.472 0.761 5.202
162 C -3.763 -0.087 6.186
163 O -3.694 0.850 7.250
164 C -4.193 2.106 6.932
165 O -4.216 3.111 7.688
166 O -4.526 2.126 5.704
167 H -5.477 0.390 5.002
168 H -3.949 0.741 4.246
169 H -2.771 -0.348 5.817
170 H -4.303 -1.026 6.306

Results of the Mulliken charge analysis, in e, for atoms 1 through 8: C -0.28; C 0.47; N -0.52; H 0.10; H 0.46; H -0.09; C 0.39; C -0.03